No. 1
Molecular formula: C19H40P2Pb
Method: DFT, the ωB97M-V functional and the def2-TZVPD basis

## Properties
- M: 537.7 g mol⁻¹
- ΔE to the lowest compared entry with this formula, charge and spin: 17.3 kcal per mole
- E_tot: -44156.2904 eV
- HOMO-LUMO gap (spin up / spin down): 5.49 / 4.95 eV

The geometry in ORCA input format:
```
! RIJCOSX wB97M-V def2-TZVPD def2/J DEFGRID3
* xyz 2 1
P -0.89667 -1.67441 -3.20342
P 1.57941 -2.98043 -0.10980
C 0.44979 -2.88398 -2.90811
C 0.61350 -3.62793 -1.54533
H 1.40766 -2.46005 -3.25522
H 0.21066 -3.67199 -3.64658
H -0.35884 -4.00089 -1.18013
H 1.18654 -4.53855 -1.78421
C 3.32651 -3.19931 -0.57026
H 3.97392 -2.73638 0.18444
H 3.54491 -2.73736 -1.54377
H 3.56063 -4.26830 -0.62627
C 1.28873 -4.20853 1.18449
H 2.03500 -5.01071 1.10081
H 0.28738 -4.64113 1.08093
H 1.37257 -3.75306 2.18045
C -0.71262 -1.02720 -4.86819
H -1.21882 -0.05655 -4.94307
H -1.17695 -1.72860 -5.56991
H 0.34748 -0.89995 -5.11786
C -2.40735 -2.67455 -3.23891
H -2.49073 -3.33033 -2.35946
H -2.39326 -3.29084 -4.15070
H -3.28835 -2.01920 -3.27044
Pb -0.13122 3.42535 1.18398
C 0.64531 -1.52007 1.18044
C 1.58378 -1.16087 0.12029
C 1.39659 -0.39135 -1.21041
C 0.16268 0.44850 -1.50991
C -1.11957 -0.26042 -2.09202
C -2.00894 -0.69182 -1.00408
C -1.50615 -1.66466 -0.07631
C -0.78505 -1.15275 1.21233
C -2.08230 4.46027 1.03795
H 1.10658 -1.67406 2.16326
H 2.55387 -0.86863 0.54707
H 1.64459 -1.03211 -2.06752
H 2.24211 0.32615 -1.21985
H -0.12576 1.03183 -0.61989
H 0.48121 1.19646 -2.25675
H -1.63731 0.48458 -2.71906
H -3.02374 -0.30120 -0.92592
H -0.70953 -2.15456 -0.65811
H -2.24061 -2.44717 0.17842
H -0.92495 -0.06310 1.33803
H -1.26651 -1.62643 2.07823
H -2.50269 4.59455 2.04626
H -2.72566 3.80959 0.42081
H -1.91537 5.43090 0.54356
C 1.50530 5.28183 3.46831
C 0.27672 4.66783 4.14806
C -0.86863 5.68624 4.21446
C -0.16084 3.35454 3.46227
H 1.29105 5.57468 2.42554
H 2.35308 4.58340 3.46200
H 1.82120 6.18584 4.00346
H 0.56001 4.42377 5.18882
H -1.18368 6.01153 3.21311
H -1.74033 5.26240 4.72687
H -0.55412 6.57346 4.77405
H -1.19327 3.07788 3.70054
H 0.54102 2.53785 3.68225
*
```

Atomic partial charges in e from the Mulliken method, atoms 1 to 4: 1.099, 0.726, -1.280, -1.187

=====

No. 2
Molecular formula: C19H41AlBBrCl7F2NO21P3S2
Method: DFT, the ωB97M-V functional and the def2-TZVPD basis

## Properties
- M: 1180.4 g mol⁻¹
- E_tot: -284799.7524 eV
- HOMO-LUMO gap: 1.02 eV

The geometry in ORCA input format:
```
! RIJCOSX wB97M-V def2-TZVPD def2/J DEFGRID3
* xyz -3 1
C 5.55208 0.72701 -1.36179
C 4.59318 -0.37572 -0.70200
C 4.70728 -0.27362 0.88687
C 3.09505 -0.32837 -1.24794
C 3.16607 -0.77794 -2.77356
C 2.48223 1.09588 -1.02957
O 1.03331 1.09711 -1.09899
C 0.47633 2.30369 -0.65923
C -0.52139 2.94576 -1.73244
O -0.84464 4.29966 -1.40825
C -1.28312 4.42741 -0.03137
C -1.45342 3.03323 0.69955
N -0.16842 2.23119 0.70321
P -0.36397 0.57999 1.39627
P -1.44050 -0.68608 -0.01378
O -2.39566 -1.66608 0.63446
O -0.25850 -1.60149 -0.84748
O -2.27347 0.18364 -1.19816
H 5.02208 1.65456 -1.71111
H 6.28566 1.04759 -0.54041
H 6.12390 0.28662 -2.22317
H 5.00477 -1.38416 -1.01825
H 5.71163 -0.71016 1.16785
H 4.65185 0.81586 1.17506
H 3.91209 -0.90165 1.37977
H 2.49777 -1.12391 -0.71380
H 2.15907 -0.91486 -3.24938
H 3.72373 -1.75823 -2.75204
H 3.80020 -0.06136 -3.36310
H 2.86414 1.80287 -1.83038
H 2.76947 1.46898 0.00345
H 1.33290 3.04815 -0.59065
H -1.42836 2.30836 -1.92013
H 0.06923 2.96963 -2.69313
H -2.27380 4.97113 -0.04974
H -0.54348 5.11276 0.47757
H -2.32447 2.42917 0.32888
H -1.66300 3.26987 1.78579
H 0.45274 2.74479 1.35042
H 0.96908 0.03470 1.49673
H -0.29054 -2.52071 -0.53694
H -1.87936 -0.09181 -2.05387
B 1.03081 -4.96300 2.87252
O 1.95106 -4.20107 1.99168
C 1.66118 -2.88517 2.14962
O 2.22286 -2.00293 1.57682
C 0.56243 -2.75103 3.12414
O 0.07199 -1.72170 3.48424
O 0.19384 -3.96718 3.54666
F 1.78525 -5.70752 3.81480
F 0.23753 -5.83859 2.08702
C 1.34020 -7.63359 -0.59834
Cl 2.39782 -8.19193 0.70699
Cl 1.63126 -5.92608 -0.95936
H 1.53834 -8.22238 -1.49021
H 0.30442 -7.75906 -0.29289
C 3.88739 -5.61212 -3.95224
Cl 4.41661 -3.93289 -3.82862
Cl 2.98742 -5.88757 -5.45060
Cl 5.26832 -6.71293 -3.84393
H 3.22481 -5.80453 -3.11325
C -3.36472 -0.99022 4.56556
O -3.30733 -2.38880 4.29684
H -4.37237 -0.73515 4.89117
H -2.65522 -0.73743 5.35723
H -3.12513 -0.43179 3.65329
H -2.40955 -2.58337 4.01367
Al 3.10612 -5.72651 1.61208
O -2.35463 -0.27006 10.10625
S -2.29417 -0.85762 8.74581
O -0.94754 -1.43365 8.51615
O -2.55945 0.19625 7.73847
O -3.31411 -1.92524 8.62426
Br -4.62295 0.51598 -1.89076
C -3.48479 3.52808 7.60422
Cl -2.41490 3.04243 8.91071
Cl -3.26685 5.24152 7.17925
H -3.26773 2.91763 6.73093
H -4.51414 3.37268 7.91586
O 8.25521 0.37163 0.93619
P 9.31765 1.44619 1.18224
O 10.47625 1.26870 0.19384
O 9.85214 1.32405 2.61399
O 8.68521 2.82898 0.98149
O -8.24731 4.06231 -6.62527
S -6.82290 4.02777 -6.83450
O -6.23398 3.25228 -7.89341
O -6.09678 3.66662 -5.44673
C -6.46160 2.44823 -4.77115
C -5.90056 1.22673 -5.47247
C -6.22487 5.68677 -6.97139
H -7.54736 2.37931 -4.66267
H -6.04185 2.50311 -3.76386
H -6.34454 1.10146 -6.46277
H -6.10353 0.32243 -4.89784
H -4.82238 1.32525 -5.61112
H -6.63527 6.28133 -6.15795
H -6.56019 6.07785 -7.93126
H -5.13713 5.67211 -6.93672
*
```

Atomic partial charges in e from the Mulliken method, atoms 1 to 4: -1.074, 0.405, -1.090, 1.507

=====

No. 3
Molecular formula: C19H41ClN2O3
Method: DFT, the ωB97M-V functional and the def2-TZVPD basis

## Properties
- M: 381.0 g mol⁻¹
- ΔE to the lowest compared entry with this formula, charge and spin: 39.3 kcal per mole
- E_tot: -42009.9035 eV
- HOMO-LUMO gap: 4.83 eV

The geometry in ORCA input format:
```
! RIJCOSX wB97M-V def2-TZVPD def2/J DEFGRID3
* xyz 0 1
C -1.23415 0.26373 -5.44672
C -1.36908 0.40566 -3.95327
C -1.66139 1.91342 -3.66733
N -2.02578 2.24021 -2.19438
C -2.22144 3.76333 -2.03247
C -0.94295 4.65064 -2.02993
C 0.02511 4.11068 -1.06073
C 0.33700 2.62978 -1.20874
C -0.95632 1.79975 -1.12418
C -3.31115 1.50418 -1.85980
H -2.12821 -0.21822 -5.84231
H -0.35733 -0.32726 -5.71131
H -1.10378 1.19458 -5.99864
H -0.49654 0.03779 -3.41342
H -2.10296 -0.29551 -3.55594
H -2.50363 2.30376 -4.23860
H -0.77067 2.53690 -3.74480
H -2.98091 4.06615 -2.75331
H -2.60633 3.90145 -1.02209
H -0.65385 4.77438 -3.07358
H -1.26756 5.66374 -1.79251
H 0.89500 4.76736 -1.07336
H -0.42684 4.22405 -0.07534
H 0.87286 2.49568 -2.14840
H 1.05566 2.40861 -0.41962
H -0.79869 0.76268 -1.42038
H -1.42706 1.71431 -0.14479
H -3.77571 2.09788 -1.07252
H -3.18210 0.42966 -1.72996
H -4.05751 1.60330 -2.64797
C 2.96709 -0.67864 -0.32353
C 1.79707 -1.17258 0.55877
C 1.98540 -1.30900 2.09539
N 0.83770 -2.16382 2.84959
C 1.36859 -2.37215 4.30553
C 1.44463 -1.09112 5.17418
C 0.05019 -0.38174 5.17923
C -0.50624 -0.20431 3.74782
C -0.51346 -1.42663 2.83269
C 0.76597 -3.56797 2.29764
H 3.19048 0.35912 -0.07601
H 2.65409 -0.72625 -1.36654
H 3.85517 -1.28684 -0.15173
H 1.47769 -2.14465 0.18303
H 0.91376 -0.57316 0.33838
H 2.15459 -0.34005 2.56507
H 2.84310 -1.95912 2.26805
H 2.21226 -3.05970 4.36551
H 0.56644 -2.96973 4.73860
H 2.28026 -0.46560 4.86022
H 1.72681 -1.40527 6.17906
H 0.03863 0.56594 5.71762
H -0.66165 -0.95855 5.76970
H 0.19438 0.56898 3.43277
H -1.55623 0.08221 3.80728
H -0.72465 -1.07589 1.82250
H -1.21791 -2.23039 3.04673
H 0.07365 -4.04787 2.98937
H 1.67396 -4.17088 2.30977
H 0.37611 -3.47569 1.28394
Cl -1.26088 -1.85530 -0.91836
O 1.06476 -4.58485 -1.32462
C 2.31449 -4.55578 -0.95661
O 3.06857 -3.61415 -1.33504
O 2.87995 -5.47428 -0.38182
H 0.84174 -3.65679 -1.42746
*
```

Atomic partial charges in e from the Mulliken method, atoms 1 to 4: -1.420, -0.051, -0.793, 0.298